Molecular formula: C56H162N6O38
Method: DFT, ωB97M-V with the def2-TZVPD basis set

Highest occupied orbital energy in eV: -8.981
Spin multiplicity: 1
Max |F| in hartree/bohr: 0.0717
Energy above the lowest of the compared OMol25 structures with the same formula, charge and spin in eV: 0.000

Each atom is followed by the atoms it is bonded to, with distances in Å.
CARTESIAN COORDINATES (ANGSTROEM)
1 C 2.24 -3.87 -0.33  C2 1.494, O4 1.446, H5 1.134, H6 1.134
2 C 1.08 -4.74 0.06  C1 1.494, O3 1.411, H7 1.119, H8 1.105
3 O 0.55 -4.39 1.32  C2 1.411, H9 1.015
4 O 3.45 -4.20 0.39  C1 1.446, H10 1.031
5 H 2.00 -2.78 -0.17  C1 1.134
6 H 2.33 -3.98 -1.46  C1 1.134
7 H 1.46 -5.78 0.17  C2 1.119
8 H 0.26 -4.75 -0.68  C2 1.105
9 H -0.26 -4.96 1.53  O3 1.015
10 H 3.10 -3.96 1.33  O4 1.031
11 C 5.94 -5.60 -3.15  C12 1.497, O14 1.439, H15 1.126, H16 1.103
12 C 7.31 -5.53 -3.75  C11 1.497, O13 1.431, H17 1.104, H18 1.111
13 O 7.28 -4.74 -4.95  C12 1.431, H19 0.976
14 O 5.02 -6.09 -4.13  C11 1.439, H20 0.954
15 H 5.69 -4.56 -2.77  C11 1.126
16 H 6.01 -6.30 -2.30  C11 1.103
17 H 7.62 -6.56 -4.01  C12 1.104
18 H 7.97 -5.06 -2.99  C12 1.111
19 H 6.46 -4.92 -5.44  O13 0.976
20 H 4.19 -6.06 -3.66  O14 0.954
21 C 0.84 -7.13 3.18  C22 1.507, O24 1.460, H25 1.105, H26 1.038
22 C -0.22 -7.80 2.34  C21 1.507, O23 1.441, H27 1.072, H28 1.071
23 O -1.06 -6.91 1.56  C22 1.441, H29 0.924
24 O 0.34 -6.67 4.48  C21 1.460, H30 0.994
25 H 1.32 -6.28 2.66  C21 1.105
26 H 1.59 -7.81 3.38  C21 1.038
27 H -0.85 -8.32 3.03  C22 1.072
28 H 0.30 -8.45 1.67  C22 1.071
29 H -1.84 -6.94 2.05  O23 0.924
30 H 0.19 -5.69 4.41  O24 0.994
31 C 4.66 5.30 -0.09  C32 1.495, O34 1.408, H35 1.091, H36 1.079
32 C 3.68 6.05 0.74  C31 1.495, O33 1.390, H37 1.092, H38 1.150
33 O 2.39 5.66 0.39  C32 1.390, H39 1.009
34 O 4.31 5.44 -1.45  C31 1.408, H40 1.012
35 H 4.63 4.25 0.21  C31 1.091
36 H 5.63 5.76 0.05  C31 1.079
37 H 3.82 7.12 0.63  C32 1.092
38 H 3.89 5.87 1.86  C32 1.150
39 H 1.72 6.28 0.83  O33 1.009
40 H 3.29 5.44 -1.46  O34 1.012
41 C -6.92 -1.43 3.54  C42 1.471, O44 1.432, H45 1.124, H46 1.085
42 C -6.70 -1.62 2.10  C41 1.471, O43 1.445, H47 1.145, H48 1.122
43 O -5.87 -2.79 1.92  C42 1.445, H49 0.963
44 O -7.68 -0.24 3.78  C41 1.432, H50 0.979
45 H -5.94 -1.36 4.08  C41 1.124
46 H -7.43 -2.29 3.97  C41 1.085
47 H -6.28 -0.67 1.63  C42 1.145
48 H -7.69 -1.72 1.58  C42 1.122
49 H -4.98 -2.68 2.27  O43 0.963
50 H -8.30 -0.36 4.53  O44 0.979
51 C 2.81 -2.91 4.03  C52 1.476, O54 1.367, H55 1.147, H56 1.091
52 C 2.21 -3.91 4.94  C51 1.476, O53 1.431, H57 1.103, H58 1.106
53 O 0.78 -3.87 5.02  C52 1.431, H59 0.965
54 O 2.39 -3.20 2.76  C51 1.367, H60 0.959
55 H 3.95 -3.01 4.04  C51 1.147
56 H 2.52 -1.89 4.28  C51 1.091
57 H 2.64 -3.75 5.94  C52 1.103
58 H 2.42 -4.92 4.55  C52 1.106
59 H 0.43 -2.98 5.06  O53 0.965
60 H 1.45 -3.31 2.67  O54 0.959
61 C 1.69 2.17 2.91  C62 1.509, O64 1.474, H65 1.146, H66 1.080
62 C 2.58 3.39 2.80  C61 1.509, O63 1.378, H67 1.116, H68 1.062
63 O 3.63 3.22 1.93  C62 1.378, H69 0.976
64 O 2.13 1.15 3.87  C61 1.474, H70 1.008
65 H 1.68 1.64 1.89  C61 1.146
66 H 0.66 2.34 3.19  C61 1.080
67 H 2.88 3.67 3.84  C62 1.116
68 H 1.93 4.13 2.41  C62 1.062
69 H 4.08 2.39 2.18  O63 0.976
70 H 3.08 1.40 4.09  O64 1.008
71 C 4.88 2.34 -3.17  C72 1.533, O74 1.393, H75 1.078, H76 1.101
72 C 3.91 1.81 -2.10  C71 1.533, O73 1.427, H77 1.142, H78 1.143
73 O 2.55 1.63 -2.47  C72 1.427, H79 1.009
74 O 4.59 3.64 -3.58  C71 1.393, H80 0.957
75 H 4.88 1.67 -4.01  C71 1.078
76 H 5.87 2.35 -2.68  C71 1.101
77 H 3.84 2.54 -1.22  C72 1.142
78 H 4.41 0.91 -1.60  C72 1.143
79 H 2.35 1.66 -3.46  O73 1.009
80 H 4.50 4.17 -2.79  O74 0.957
81 C -2.76 -4.08 3.54  C82 1.538, O84 1.404, H85 1.087, H86 1.170
82 C -3.36 -5.44 3.93  C81 1.538, O83 1.431, H87 1.065, H88 1.094
83 O -3.35 -6.28 2.77  C82 1.431, H89 0.970
84 O -3.44 -3.54 2.44  C81 1.404, H90 0.985
85 H -1.73 -4.35 3.32  C81 1.087
86 H -2.88 -3.34 4.43  C81 1.170
87 H -4.34 -5.36 4.32  C82 1.065
88 H -2.70 -5.96 4.63  C82 1.094
89 H -4.04 -6.01 2.14  O83 0.970
90 H -3.15 -3.97 1.60  O84 0.985
91 C -3.04 -5.51 -0.65  C92 1.500, O94 1.429, H95 1.101, H96 1.068
92 C -4.54 -5.42 -0.61  C91 1.500, O93 1.478, H97 1.093, H98 1.081
93 O -5.24 -5.45 0.69  C92 1.478, H99 0.955
94 O -2.39 -4.47 0.09  C91 1.429, H100 0.928
95 H -2.80 -5.46 -1.72  C91 1.101
96 H -2.68 -6.44 -0.26  C91 1.068
97 H -4.99 -6.16 -1.27  C92 1.093
98 H -4.76 -4.47 -1.09  C92 1.081
99 H -5.44 -4.55 0.95  O93 0.955
100 H -2.15 -3.76 -0.46  O94 0.928
101 C -1.87 -3.75 -3.59  C102 1.517, O104 1.426, H105 1.047, H106 1.118
102 C -0.75 -4.78 -3.66  C101 1.517, O103 1.375, H107 1.115, H108 1.102
103 O -0.68 -5.29 -4.93  C102 1.375, H109 0.942
104 O -1.82 -3.03 -2.36  C101 1.426, H110 0.988
105 H -2.83 -4.14 -3.63  C101 1.047
106 H -1.77 -3.09 -4.49  C101 1.118
107 H -0.81 -5.63 -2.94  C102 1.115
108 H 0.20 -4.26 -3.45  C102 1.102
109 H 0.25 -5.39 -5.09  O103 0.942
110 H -2.16 -2.11 -2.50  O104 0.988
111 C -0.64 -0.76 3.75  C112 1.507, O114 1.435, H115 1.111, H116 1.065
112 C -2.05 -0.22 3.72  C111 1.507, O113 1.375, H117 1.150, H118 1.129
113 O -2.14 1.05 4.24  C112 1.375, H119 1.006
114 O -0.21 -1.29 5.01  C111 1.435, H120 0.969
115 H 0.07 0.02 3.39  C111 1.111
116 H -0.69 -1.57 3.06  C111 1.065
117 H -2.69 -0.97 4.31  C112 1.150
118 H -2.40 -0.28 2.65  C112 1.129
119 H -3.10 1.34 4.25  O113 1.006
120 H 0.06 -0.72 5.74  O114 0.969
121 C -5.07 1.92 2.47  C122 1.515, O124 1.457, H125 1.079, H126 1.078
122 C -5.56 2.87 1.40  C121 1.515, O123 1.450, H127 1.114, H128 1.078
123 O -4.40 3.67 1.08  C122 1.450, H129 0.991
124 O -4.46 2.59 3.62  C121 1.457, H130 0.950
125 H -4.34 1.29 1.98  C121 1.079
126 H -5.86 1.34 2.92  C121 1.078
127 H -6.46 3.46 1.69  C122 1.114
128 H -5.90 2.34 0.52  C122 1.078
129 H -4.71 4.39 0.47  O123 0.991
130 H -3.68 3.05 3.33  O124 0.950
131 C -2.79 7.50 -2.75  C132 1.489, O134 1.435, H135 1.124, H136 1.110
132 C -3.21 6.78 -1.52  C131 1.489, O133 1.390, H137 1.163, H138 1.095
133 O -4.03 5.68 -1.75  C132 1.390, H139 0.962
134 O -1.73 8.44 -2.51  C131 1.435, H140 0.991
135 H -3.57 8.03 -3.37  C131 1.124
136 H -2.49 6.64 -3.38  C131 1.110
137 H -3.71 7.49 -0.74  C132 1.163
138 H -2.27 6.39 -1.11  C132 1.095
139 H -4.85 6.01 -2.13  O133 0.962
140 H -0.92 7.88 -2.55  O134 0.991
141 C 1.87 5.02 -4.06  C142 1.510, O144 1.427, H145 1.066, H146 1.156
142 C 0.41 5.41 -4.02  C141 1.510, O143 1.384, H147 1.099, H148 1.106
143 O -0.05 5.62 -2.73  C142 1.384, H149 0.980
144 O 2.24 4.54 -5.36  C141 1.427, H150 0.941
145 H 2.11 4.19 -3.43  C141 1.066
146 H 2.56 5.91 -3.79  C141 1.156
147 H -0.21 4.66 -4.54  C142 1.099
148 H 0.15 6.36 -4.51  C142 1.106
149 H 0.11 4.88 -2.10  O143 0.980
150 H 3.17 4.42 -5.26  O144 0.941
151 C -1.68 5.51 2.57  C152 1.502, O154 1.411, H155 1.066, H156 1.074
152 C -1.35 4.06 2.80  C151 1.502, O153 1.409, H157 1.078, H158 1.115
153 O -1.51 3.73 4.16  C152 1.409, H159 0.973
154 O -1.05 6.27 3.57  C151 1.411, H160 0.967
155 H -2.72 5.76 2.62  C151 1.066
156 H -1.33 5.83 1.61  C151 1.074
157 H -0.37 3.85 2.41  C152 1.078
158 H -2.03 3.39 2.22  C152 1.115
159 H -1.39 2.79 4.36  O153 0.973
160 H -1.13 5.78 4.40  O154 0.967
161 C -1.02 9.29 1.69  C162 1.531, H167 1.110, H168 1.079, H169 1.050
162 C -0.26 8.42 0.69  C161 1.531, C163 1.539, N166 1.465, H170 1.102
163 C 0.53 9.26 -0.33  C162 1.539, O164 1.377, H171 1.108, H172 1.094
164 O 1.59 9.84 0.33  C163 1.377, C165 1.434
165 C 2.05 11.06 -0.27  O164 1.434, H173 1.123, H174 1.096, H175 1.060
166 N 0.61 7.49 1.42  C162 1.465, H176 0.986, H177 1.022
167 H -1.80 10.00 1.36  C161 1.110
168 H -0.39 9.83 2.38  C161 1.079
169 H -1.43 8.58 2.35  C161 1.050
170 H -1.00 7.80 0.16  C162 1.102
171 H -0.14 10.03 -0.76  C163 1.108
172 H 0.93 8.63 -1.13  C163 1.094
173 H 1.21 11.78 -0.51  C165 1.123
174 H 2.52 10.85 -1.24  C165 1.096
175 H 2.68 11.56 0.42  C165 1.060
176 H 1.23 8.19 1.74  N166 0.986
177 H 0.13 7.12 2.24  N166 1.022
178 C 6.08 -0.29 5.35  C179 1.479, H184 1.094, H185 1.091, H186 1.078
179 C 5.68 0.49 4.16  C178 1.479, C180 1.523, N183 1.429, H187 1.083
180 C 5.10 -0.37 3.04  C179 1.523, O181 1.457, H188 1.073, H189 1.099
181 O 4.58 0.50 1.99  C180 1.457, C182 1.460
182 C 3.72 -0.18 1.04  O181 1.460, H190 1.100, H191 1.093, H192 1.133
183 N 4.88 1.61 4.56  C179 1.429, H193 0.976, H194 1.008
184 H 5.31 -0.94 5.77  C178 1.094
185 H 6.41 0.37 6.15  C178 1.091
186 H 6.97 -0.86 5.14  C178 1.078
187 H 6.57 0.89 3.69  C179 1.083
188 H 4.34 -0.93 3.54  C180 1.073
189 H 5.97 -0.92 2.66  C180 1.099
190 H 4.28 -1.03 0.61  C182 1.100
191 H 3.51 0.59 0.30  C182 1.093
192 H 2.69 -0.53 1.36  C182 1.133
193 H 5.04 2.51 4.20  N183 0.976
194 H 4.87 1.66 5.56  N183 1.008
195 C 0.80 -0.57 -4.40  C196 1.533, H201 1.053, H202 1.117, H203 1.083
196 C 0.80 0.72 -5.23  C195 1.533, C197 1.499, N200 1.453, H204 1.131
197 C -0.47 1.49 -4.98  C196 1.499, O198 1.398, H205 1.094, H206 1.141
198 O -1.62 0.81 -5.38  C197 1.398, C199 1.433
199 C -2.66 1.72 -5.77  O198 1.433, H207 1.131, H208 1.092, H209 1.047
200 N 1.99 1.53 -5.02  C196 1.453, H210 1.048, H211 0.995
201 H 1.78 -0.69 -4.03  C195 1.053
202 H 0.57 -1.49 -4.99  C195 1.117
203 H 0.02 -0.52 -3.65  C195 1.083
204 H 0.75 0.46 -6.33  C196 1.131
205 H -0.42 2.45 -5.50  C197 1.094
206 H -0.55 1.64 -3.85  C197 1.141
207 H -3.44 1.12 -6.33  C199 1.131
208 H -2.25 2.48 -6.44  C199 1.092
209 H -3.03 2.27 -4.96  C199 1.047
210 H 1.84 2.47 -5.45  N200 1.048
211 H 2.75 1.08 -5.46  N200 0.995
212 C 3.46 -7.78 -1.39  C213 1.448, H218 1.098, H219 1.084, H220 1.067
213 C 2.63 -8.34 -2.44  C212 1.448, C214 1.520, N217 1.483, H221 1.076
214 C 1.87 -9.54 -1.88  C213 1.520, O215 1.402, H222 1.047, H223 1.086
215 O 1.00 -9.16 -0.85  C214 1.402, C216 1.418
216 C 0.23 -10.26 -0.38  O215 1.418, H224 1.171, H225 1.085, H226 1.096
217 N 1.83 -7.23 -3.01  C213 1.483, H227 1.027, H228 1.017
218 H 3.86 -6.79 -1.62  C212 1.098
219 H 4.26 -8.45 -1.11  C212 1.084
220 H 2.82 -7.64 -0.54  C212 1.067
221 H 3.21 -8.82 -3.20  C213 1.076
222 H 2.53 -10.30 -1.60  C214 1.047
223 H 1.25 -9.95 -2.67  C214 1.086
224 H -0.58 -10.74 -1.07  C216 1.171
225 H -0.30 -9.91 0.50  C216 1.085
226 H 0.94 -11.06 -0.13  C216 1.096
227 H 1.13 -6.90 -2.34  N217 1.027
228 H 1.38 -7.56 -3.87  N217 1.017
229 C -4.17 -1.11 -0.65  C230 1.499, H235 1.041, H236 1.167, H237 1.139
230 C -4.24 -0.71 -2.09  C229 1.499, C231 1.578, N234 1.440, H238 1.036
231 C -4.99 0.68 -2.18  C230 1.578, O232 1.393, H239 1.113, H240 1.133
232 O -5.35 0.95 -3.50  C231 1.393, C233 1.487
233 C -5.68 2.37 -3.82  O232 1.487, H241 1.063, H242 1.024, H243 1.066
234 N -2.90 -0.62 -2.62  C230 1.440, H244 1.002, H245 1.030
235 H -3.60 -1.98 -0.62  C229 1.041
236 H -5.26 -1.39 -0.36  C229 1.167
237 H -3.75 -0.34 0.08  C229 1.139
238 H -4.77 -1.39 -2.66  C230 1.036
239 H -4.28 1.40 -1.71  C231 1.113
240 H -5.89 0.60 -1.50  C231 1.133
241 H -6.32 2.77 -3.07  C233 1.063
242 H -6.12 2.36 -4.74  C233 1.024
243 H -4.79 2.95 -3.88  C233 1.066
244 H -2.84 -0.18 -3.51  N234 1.002
245 H -2.33 -0.04 -1.99  N234 1.030
246 C -1.72 3.05 -0.66  C247 1.582, H252 1.105, H253 1.115, H254 1.095
247 C -0.22 2.72 -0.26  C246 1.582, C248 1.510, N251 1.491, H255 1.050
248 C 0.13 1.28 -0.54  C247 1.510, O249 1.403, H256 1.082, H257 1.165
249 O -0.60 0.55 0.40  C248 1.403, C250 1.386
250 C -0.23 -0.79 0.40  O249 1.386, H258 1.111, H259 1.089, H260 1.121
251 N 0.73 3.51 -1.09  C247 1.491, H261 1.054, H262 1.051
252 H -1.99 3.93 -0.05  C246 1.105
253 H -2.42 2.22 -0.44  C246 1.115
254 H -1.84 3.28 -1.73  C246 1.095
255 H 0.00 2.94 0.74  C247 1.050
256 H 1.19 1.05 -0.54  C248 1.082
257 H -0.17 1.08 -1.65  C248 1.165
258 H -0.71 -1.32 1.25  C250 1.111
259 H 0.85 -0.87 0.39  C250 1.089
260 H -0.60 -1.29 -0.53  C250 1.121
261 H 1.38 2.95 -1.69  N251 1.054
262 H 1.41 4.07 -0.51  N251 1.051